Molecular formula: C7H10N2O
Method: DFT, wB97M-V/def2-TZVPD

The calculation puts the highest occupied orbital energy at -9.4270 eV. For the lowest unoccupied orbital energy, the calculation gives 0.6019 eV. Its charge is 0. Its calculated total energy is -457.41621 a.u. Its SMILES is c1ccncc1.CC(N)=O. For the HOMO-LUMO gap, the calculation gives 10.029 eV.

XYZ file:
```
20
Properties=species:S:1:pos:R:3:lowdin_charge:R:1
C -4.093 1.090 0.405 -0.198
C -4.669 -0.235 0.196 -0.040
C -3.774 -1.350 -0.028 -0.065
C -2.435 -1.014 -0.122 -0.088
C -2.091 0.308 0.174 -0.136
C 4.686 -0.175 0.200 -0.681
C 3.341 -0.369 -0.319 -0.059
H -4.730 1.950 0.543 0.091
H -5.755 -0.252 0.426 0.100
H -4.357 -2.158 -0.337 0.080
H -1.763 -1.700 -0.519 0.079
H -1.008 0.641 0.357 0.116
H 5.856 1.495 0.146 0.136
H 4.668 1.533 -1.096 0.121
H 2.853 -1.438 -0.105 0.122
H 3.048 -0.273 -1.363 0.071
H 2.693 0.228 0.414 0.115
N -2.852 1.478 0.289 0.061
N 5.173 0.920 -0.418 0.109
O 5.207 -0.680 1.157 0.066
```

***

Molecular formula: C7H10N2O
Method: DFT, wB97M-V/def2-TZVPD

The calculation puts the highest occupied orbital energy at -9.0058 eV. For the lowest unoccupied orbital energy, the calculation gives 0.8286 eV. Its charge is 0. Its calculated total energy is -457.35166 a.u. Its SMILES is C=CN1C(=O)[C@H]1/C(C)=N/C. For the HOMO-LUMO gap, the calculation gives 9.834 eV.

XYZ file:
```
20
Properties=species:S:1:pos:R:3:lowdin_charge:R:1
C -0.831 0.750 -1.017 -0.046
C 0.404 0.496 -0.205 -0.378
C -2.065 1.282 -0.468 -0.381
C -3.359 -1.068 0.882 0.043
C -2.268 -1.091 0.164 -0.196
C 0.484 1.207 1.088 -0.013
C 2.293 -0.929 0.255 -0.086
N 1.208 -0.376 -0.576 0.036
N -2.110 -0.060 -0.695 0.070
O -2.633 2.195 0.145 0.084
H -0.622 0.676 -2.113 0.152
H -3.642 -1.839 1.662 0.085
H -4.016 -0.254 0.686 0.057
H -1.500 -1.754 0.123 0.090
H 0.850 2.206 0.856 0.103
H 1.036 0.646 1.905 0.092
H -0.521 1.310 1.481 0.074
H 1.977 -0.818 1.298 0.063
H 2.554 -1.868 -0.146 0.052
H 3.218 -0.358 -0.019 0.100
```

***

Molecular formula: C7H10N2O3
Method: DFT, wB97M-V/def2-TZVPD

The calculation puts the highest occupied orbital energy at -7.4383 eV. For the lowest unoccupied orbital energy, the calculation gives -0.5912 eV. Its charge is 0. Its calculated total energy is -607.78338 a.u. Its SMILES is CN/N=C/OC.O=CC#CC=O. For the HOMO-LUMO gap, the calculation gives 6.847 eV.

XYZ file:
```
22
Properties=species:S:1:pos:R:3:lowdin_charge:R:1
C -3.291 -2.094 -1.032 -0.118
C -2.988 1.290 0.068 -0.261
C -0.734 1.805 0.227 -0.101
C 4.312 0.066 -1.172 -0.271
C 3.295 -0.404 -0.266 0.067
C 2.484 -0.805 0.524 0.073
C 1.568 -1.350 1.499 -0.237
H -3.621 -2.326 -2.049 0.063
H -2.198 -2.222 -1.006 0.079
H -3.732 -2.861 -0.367 0.070
H -4.598 -0.460 -0.628 0.115
H -4.032 1.655 0.221 0.145
H -0.600 1.434 -0.797 0.087
H -0.081 2.665 0.385 0.089
H -0.455 1.020 0.938 0.060
H 4.152 -0.265 -2.246 0.136
H 1.843 -2.345 1.912 0.129
N -3.640 -0.760 -0.642 -0.158
N -2.670 0.133 -0.335 0.026
O -2.076 2.210 0.403 -0.115
O 5.258 0.748 -0.841 0.072
O 0.519 -0.827 1.861 0.049
```

***

Molecular formula: C7H10N2OS
Method: DFT, wB97M-V/def2-TZVPD

The calculation puts the highest occupied orbital energy at -8.2570 eV. For the lowest unoccupied orbital energy, the calculation gives 0.7973 eV. Its charge is 0. Its calculated total energy is -855.53502 a.u. For the HOMO-LUMO gap, the calculation gives 9.054 eV.

XYZ file:
```
21
Properties=species:S:1:pos:R:3:lowdin_charge:R:1
C 1.826 -1.748 -0.957 -0.172
C 0.980 -1.988 0.095 -0.101
C 0.269 -0.295 -1.301 -0.330
C -0.986 0.572 1.658 -0.069
C -0.794 -0.714 2.373 -0.120
C -1.135 -0.796 0.948 -0.258
C 0.366 1.828 -3.004 -0.207
N 1.371 -0.781 -1.776 0.040
N -0.110 -1.199 0.026 0.013
O -1.534 1.768 -1.100 -0.542
S -0.939 0.842 -2.082 0.911
H 2.773 -2.312 -1.000 0.106
H 1.064 -2.612 0.909 0.098
H -1.912 1.036 1.818 0.086
H -0.116 1.187 1.350 0.124
H 0.190 -1.038 2.701 0.106
H -1.462 -0.917 3.175 0.094
H -2.004 -1.112 0.534 0.111
H 0.827 2.407 -2.276 0.031
H -0.079 2.480 -3.775 0.060
H 0.811 1.154 -3.665 0.019
```

***

Molecular formula: C7H10N2S2
Method: DFT, wB97M-V/def2-TZVPD

The calculation puts the highest occupied orbital energy at -8.4851 eV. For the lowest unoccupied orbital energy, the calculation gives 0.5759 eV. Its charge is 0. Its calculated total energy is -1178.51525 a.u. Its SMILES is C[C@@H](c1cccnc1)N(S)S. For the HOMO-LUMO gap, the calculation gives 9.061 eV.

XYZ file:
```
21
Properties=species:S:1:pos:R:3:lowdin_charge:R:1
C -2.494 1.182 -0.539 -0.064
C -1.367 0.478 -1.006 -0.029
C -2.837 1.197 0.805 -0.156
C -1.024 -0.045 1.336 -0.182
C -0.554 -0.105 -0.018 -0.222
C 1.132 -2.162 -0.087 -0.059
C 0.676 -0.810 -0.577 -0.341
N -2.055 0.616 1.686 0.054
N 1.929 0.271 -0.229 -0.903
S 2.146 1.470 -1.485 0.695
S 1.823 0.624 1.369 0.782
H -3.080 1.736 -1.375 0.130
H -0.933 0.447 -1.994 0.103
H -3.685 1.797 1.225 0.121
H -0.274 -0.372 2.057 0.062
H 0.184 -2.637 0.148 0.083
H 1.520 -2.710 -0.994 0.103
H 1.801 -2.217 0.702 0.043
H 0.647 -0.777 -1.662 0.095
H 3.402 1.629 -1.135 -0.165
H 3.041 0.389 1.773 -0.149
```

***

Molecular formula: C7H10N3
Method: DFT, wB97M-V/def2-TZVPD

The calculation puts the highest occupied orbital energy (alpha / beta) at -11.7275 / -11.7279 eV. For the lowest unoccupied orbital energy (alpha / beta), the calculation gives -4.8667 / -4.8700 eV. Its charge is +1. Its calculated total energy is -436.58872 a.u. For the HOMO-LUMO gap (alpha / beta), the calculation gives 6.861 / 6.858 eV.

XYZ file:
```
20
Properties=species:S:1:pos:R:3:lowdin_charge:R:1
C 3.374 -0.436 0.141 -0.049
C 2.971 0.904 -0.146 -0.035
C 2.409 -1.452 0.192 -0.066
C 1.606 1.145 -0.076 -0.057
C 1.045 -1.161 0.066 -0.025
C 0.588 0.189 0.005 -0.288
C -3.009 0.483 -0.016 -0.097
N -4.131 -0.257 -0.014 0.171
N -0.701 0.641 0.242 0.037
N -1.851 -0.065 0.156 0.030
H 4.425 -0.581 0.111 0.095
H 3.582 1.716 -0.359 0.092
H 2.722 -2.505 0.500 0.139
H 1.509 2.191 -0.133 0.094
H 0.443 -1.960 0.158 0.056
H -3.077 1.439 -0.468 0.142
H -5.004 0.110 -0.252 0.102
H -4.230 -1.175 0.496 0.169
H -0.888 1.816 -0.847 0.325
H -1.784 -1.042 0.246 0.163
```